C10H13N2OP | wB97M-V/def2-TZVPD

Structure (XYZ):
```
27
Properties=species:S:1:pos:R:3:nbo_charge:R:1
C -3.875 0.006 0.126 -0.226
C -3.091 -0.194 1.232 -0.210
C -3.379 0.107 -1.151 -0.175
C -1.709 -0.216 1.081 -0.125
C -1.960 0.054 -1.336 -0.142
C -1.147 -0.080 -0.211 -0.478
C 1.052 2.620 0.020 -0.270
C 2.348 1.937 0.255 -0.264
C 2.507 -1.841 0.204 -0.256
C 1.315 -2.612 -0.152 -0.260
N 1.143 1.274 0.628 -0.731
N 1.177 -1.329 0.483 -0.765
O 1.177 0.019 -1.774 -1.113
P 0.650 -0.016 -0.412 2.207
H -4.921 0.224 0.362 0.211
H -3.570 -0.020 2.125 0.203
H -4.159 -0.022 -1.881 0.203
H -1.049 -0.528 1.940 0.217
H -1.393 0.410 -2.194 0.232
H 0.496 3.311 0.683 0.211
H 0.501 2.486 -0.927 0.208
H 2.927 1.699 -0.728 0.227
H 2.859 2.071 1.190 0.220
H 2.968 -1.848 1.159 0.218
H 2.903 -1.282 -0.594 0.217
H 1.135 -2.565 -1.273 0.216
H 0.764 -3.271 0.475 0.224
```

Computed properties:
Calculated total energy = -914.7322 a.u.
E_HOMO (spin up / spin down) = -5.4 / -9.5 eV
LUMO level (spin up / spin down) = 0.0340 / -0.1063 hartree
2S+1 = 3
Gap between HOMO and LUMO (spin up / spin down) = 6.32 / 6.60 eV
M = 208.201 Da